Run A
One molecule with the formula C6H12O2Si, computed with ωB97M-V/def2-TZVPD.

Geometry as XYZ:
```
21
Properties=species:S:1:pos:R:3:nbo_charge:R:1
Si 0.9037 -0.6822 -0.2206 1.761
O -0.5935 -1.5656 -0.2213 -0.817
O -2.6946 -1.8302 0.2835 -0.570
C 1.5605 -0.0760 -1.9155 -1.120
C 1.9580 -2.1259 0.6307 -1.076
C -1.9807 0.3494 -0.1781 -0.146
C -1.7898 -1.0956 0.0050 0.712
C 0.5664 0.6947 0.9487 -0.800
C -3.0947 1.0593 0.4311 -0.705
H 0.7297 1.6657 0.6805 0.180
H 2.0701 0.8248 -1.9971 0.245
H -1.5379 0.8231 -1.0595 0.199
H 0.4307 0.5703 2.0834 0.217
H 2.2615 -2.9743 -0.0194 0.242
H 2.2890 -0.8451 -2.3760 0.253
H 0.5884 -0.0752 -2.4425 0.239
H -3.9017 0.3642 0.2580 0.258
H 2.8316 -1.6889 1.0934 0.225
H -3.2520 2.0618 0.1168 0.225
H -3.0125 1.3718 1.4953 0.236
H 1.2970 -2.4104 1.4618 0.239
```

Properties
Frontier orbital gap (spin up / spin down), eV: 7.9 / 8.8
Molecular weight, u: 144.2
Charge: 0


Run B
A 2-piece molecular cluster, C6H12O2Si overall, computed with ωB97M-V/def2-TZVPD.

Geometry as XYZ:
```
21
Properties=species:S:1:pos:R:3:nbo_charge:R:1
Si -0.5544 0.8557 0.1312 1.721
O -2.8371 -1.5993 -0.2406 -0.544
O 0.2144 0.3222 1.4822 -0.915
C 0.5376 0.2232 -1.2470 -0.918
C 1.6889 -1.3131 0.2548 -0.419
C 0.9168 -0.9247 1.4985 -0.067
C -2.7818 -0.4314 -0.0133 0.203
C 0.9294 -1.2210 -1.0479 -0.400
C -0.8304 2.7021 0.1961 -1.175
H 0.0378 3.4039 0.1862 0.259
H 0.0804 -1.9242 -0.9570 0.215
H 0.1047 -1.5925 1.6892 0.175
H -1.4748 2.8714 1.0836 0.254
H 0.0794 0.3968 -2.1952 0.238
H 1.4753 0.8656 -1.1526 0.223
H 2.5190 -0.6768 0.0242 0.199
H -1.3946 2.8859 -0.7756 0.242
H 1.5504 -1.4528 -1.8207 0.204
H 1.9585 -2.3996 0.5453 0.218
H -3.6842 0.0802 -0.0784 0.094
H 1.4647 -1.0716 2.4371 0.192
```

Properties
Frontier orbital gap, eV: 8.6
Molecular weight, u: 144.2
Charge: 0


Unit: eV. Relative energies: run A 0.530; run B 0.000.


Run A
One molecule with the formula C3H4N2O2, computed with ωB97M-V/def2-TZVPD.

Geometry as XYZ:
```
11
Properties=species:S:1:pos:R:3:nbo_charge:R:1
O 2.5840 -0.6415 0.0026 -0.556
O 0.0875 -1.0553 -0.0084 -0.370
N 1.8606 0.5543 -0.0820 -0.231
N -1.3677 -1.1907 -0.1696 -0.274
C 0.5871 0.2010 0.0456 0.446
C -0.6004 1.0757 0.0385 -0.302
C -1.6531 0.2732 -0.0096 -0.038
H 3.3216 -0.1995 -0.2103 0.465
H -0.6102 2.2173 0.0166 0.257
H -1.5626 -1.8734 0.6292 0.385
H -2.6469 0.6389 -0.2526 0.219
```

Properties
Frontier orbital gap, eV: 9.2
Molecular weight, u: 100.1
Structure (SMILES): O/N=c1/cc[nH]o1
Charge: 0


Run B
One molecule with the formula C3H4N2O2, computed with ωB97M-V/def2-TZVPD.

Geometry as XYZ:
```
11
Properties=species:S:1:pos:R:3:nbo_charge:R:1
O -1.5201 0.1404 -0.2160 -0.374
O 1.3281 0.4859 0.5354 -0.360
N 0.2319 0.8316 1.3108 -0.187
N -0.8338 -0.3328 -1.3399 -0.067
C 1.2232 -0.8007 -0.0612 -0.167
C 0.3502 -0.7768 -1.2340 0.019
C -0.9575 0.6039 0.9479 0.304
H 0.8539 -1.4673 0.7066 0.208
H -1.7333 0.9411 1.6059 0.199
H 2.2047 -1.0154 -0.3915 0.214
H 0.7292 -1.1183 -2.1884 0.209
```

Properties
Frontier orbital gap, eV: 10.3
Molecular weight, u: 100.1
Structure (SMILES): C1=NOC=NOC1
Charge: 0


Run C
C3H4N2O2 as an isolated structure, computed with ωB97M-V/def2-TZVPD.

Geometry as XYZ:
```
11
Properties=species:S:1:pos:R:3:nbo_charge:R:1
O 0.6060 -0.6363 -0.5296 -0.302
O -1.0777 -0.2804 1.0520 -0.471
N 1.2639 0.2173 -1.3571 -0.167
N -0.1728 1.4286 -0.1232 -0.511
C 0.7634 1.3754 -1.1147 0.144
C -0.9284 -1.6616 1.4754 -0.263
C -0.2045 0.1998 0.1617 0.757
H -1.1687 -2.3293 0.6401 0.196
H 0.9908 2.2677 -1.7602 0.214
H -1.5892 -1.8196 2.3651 0.211
H 0.1206 -1.7880 1.8035 0.192
```

Properties
Frontier orbital gap, eV: 10.9
Molecular weight, u: 100.1
Charge: 0


Unit: eV. Relative energies: run A 3.105; run B 2.762; run C 0.000.


Run A
One molecule with the formula C3H4N2O2, computed with ωB97M-V/def2-TZVPD.

Geometry as XYZ:
```
11
Properties=species:S:1:pos:R:3:nbo_charge:R:1
O -0.8213 1.1641 0.7745 -0.350
O -2.4526 -0.5931 -0.4661 -0.739
N -0.2471 0.8759 -0.5082 -0.149
N -0.2061 -1.2032 0.6454 -0.417
C 0.9992 -0.9089 0.3751 0.149
C 1.1756 0.4537 -0.2235 -0.369
C -0.9297 -0.0969 0.2825 0.709
H 1.6546 -1.7278 0.5684 0.216
H -2.7229 0.2998 -0.7416 0.459
H 1.7258 1.0630 0.4462 0.246
H 1.8244 0.6734 -1.1527 0.246
```

Properties
Frontier orbital gap, eV: 11.1
Molecular weight, u: 100.1
Structure (SMILES): O[C@@]12N=CCN1O2
Charge: 0


Run B
A 2-piece molecular cluster, C3H4N2O2 overall, computed with ωB97M-V/def2-TZVPD.

Geometry as XYZ:
```
11
Properties=species:S:1:pos:R:3:nbo_charge:R:1
O -2.5094 -0.6162 0.2807 -0.589
O -3.5945 1.1867 -0.3927 -0.230
N -2.5670 0.8189 -0.0333 0.355
N 2.2738 -1.4421 1.8922 -0.268
C 1.3456 0.0945 -1.0919 -0.274
C 1.3019 0.2116 0.2795 -0.347
C 1.6899 -0.7359 1.2011 0.225
H 1.1270 0.7972 -1.8905 0.216
H -1.6541 -0.6346 0.6427 0.466
H 1.0456 1.1363 0.7515 0.242
H 1.5414 -0.8165 -1.6394 0.204
```

Properties
Frontier orbital gap, eV: 10.4
Molecular weight, u: 100.1
Structure (SMILES): C=CC#N.O=NO
Charge: 0


Unit: eV. Relative energies: run A 0.588; run B 0.000.


Run A
C9H11O2P as an isolated structure, computed with ωB97M-V/def2-TZVPD.

Geometry as XYZ:
```
23
Properties=species:S:1:pos:R:3:nbo_charge:R:1
P 0.5937 -1.1682 0.5537 1.408
O 2.0141 -2.9761 -1.0391 -0.447
O 0.3592 -1.7960 1.8608 -1.078
C 0.2554 1.0854 1.2304 -0.226
C -0.8525 0.2904 -1.2571 -0.122
C 0.1872 1.1484 -1.2231 -0.282
C -2.2117 -1.4375 0.0018 -0.606
C -1.1880 0.6643 1.0333 -0.443
C 2.3628 1.5331 -0.1467 -0.650
C -1.0947 -0.4326 -0.0502 -0.409
C 0.9928 -2.5696 -0.6830 0.317
C 0.9091 1.2548 -0.0012 -0.003
H 0.6323 1.7378 -2.1588 0.238
H -3.0171 -0.8084 0.3869 0.211
H 0.7755 1.1780 2.2628 0.260
H -1.6913 0.3013 1.8744 0.237
H -1.2794 0.0172 -2.2025 0.226
H -2.4052 -1.9234 -1.0784 0.213
H 2.9618 1.1646 0.7578 0.230
H 2.6617 0.9282 -1.0645 0.224
H 2.7297 2.4795 -0.3845 0.235
H -1.6486 1.6209 0.6387 0.229
H -2.0468 -2.2921 0.6885 0.242
```

Properties
Frontier orbital gap, eV: 7.6
Molecular weight, u: 182.2
Charge: 0


Run B
One molecule with the formula C9H11O2P, computed with ωB97M-V/def2-TZVPD.

Geometry as XYZ:
```
23
Properties=species:S:1:pos:R:3:nbo_charge:R:1
P 1.8684 -0.4992 -0.0613 2.064
O 1.9566 -0.4955 -1.5416 -1.020
O 0.2194 -0.9160 0.9416 -0.754
C -0.8678 -0.4493 0.2179 0.283
C 1.8298 1.1306 0.7309 -0.612
C -2.7377 1.0678 0.1060 -0.195
C -1.5485 0.6976 0.6870 -0.266
C -1.3085 -1.2274 -0.8735 -0.245
C -2.6451 -0.9830 -1.2761 -0.212
C 1.7102 2.1830 -0.0129 -0.294
C 2.8511 -1.6386 0.8776 -1.045
C -3.3138 0.1138 -0.8151 -0.229
H 1.6854 3.1617 0.3737 0.197
H 2.2882 -2.6696 0.6519 0.283
H -3.3892 1.8288 0.4827 0.214
H 3.8271 -1.7606 0.3841 0.262
H -0.7141 -2.0115 -1.3189 0.225
H -4.2241 0.3679 -1.2243 0.202
H -1.1198 1.3931 1.3464 0.214
H 3.0194 -1.2569 1.8775 0.268
H 1.4861 1.3057 1.7280 0.240
H 2.0019 2.1545 -1.0393 0.205
H -2.8751 -1.4967 -2.2423 0.216
```

Properties
Frontier orbital gap, eV: 9.1
Molecular weight, u: 182.2
Structure (SMILES): C=C[P@](C)(=O)Oc1ccccc1
Charge: 0


Unit: eV. Relative energies: run A 2.272; run B 0.000.


Run A
A 2-piece molecular cluster, C3H10NO3 overall, computed with ωB97M-V/def2-TZVPD.

Geometry as XYZ:
```
17
Properties=species:S:1:pos:R:3:nbo_charge:R:1
O -1.1426 -0.1307 -2.3681 -0.679
O -1.1480 -0.0738 2.7390 -0.987
O 2.5424 0.3888 -0.8844 -0.514
N 0.7274 -0.0133 0.8711 -0.688
C 1.5702 -0.0725 -1.4413 0.398
C -0.9224 0.2678 -1.0422 -0.076
C 0.3858 -0.3975 -0.5252 -0.172
H -0.8560 0.5990 -2.9421 0.487
H 0.4209 -1.4951 -0.5200 0.245
H 0.0735 -0.5653 1.4713 0.485
H 1.7196 -0.2381 1.0267 0.461
H -0.9300 -0.2159 3.6775 0.505
H 0.6751 0.9996 1.0007 0.445
H -0.9220 1.3425 -0.8309 0.190
H -1.7505 -0.1305 -0.4483 0.197
H -2.1290 -0.0194 2.7347 0.509
H 1.6856 -0.2456 -2.5184 0.195
```

Properties
Frontier orbital gap, eV: 11.0
Molecular weight, u: 108.1
Charge: +1


Run B
A 2-piece molecular cluster, C3H10NO3 overall, computed with ωB97M-V/def2-TZVPD.

Geometry as XYZ:
```
17
Properties=species:S:1:pos:R:3:nbo_charge:R:1
O 0.3073 0.0944 -3.3906 -0.987
O 0.7304 0.0066 2.5955 -0.534
O -1.2452 -0.6426 1.7339 -0.717
N -0.3571 1.4075 -0.6535 -0.694
C 0.0857 -0.4587 1.6990 0.773
C 0.0023 -0.0548 -0.8626 -0.253
C 0.5995 -0.6893 0.3218 -0.577
H -1.1466 1.6208 -0.0072 0.450
H 1.6298 -0.3193 0.4019 0.246
H -0.6932 1.6961 -1.5630 0.454
H -1.5834 -0.8463 2.6513 0.524
H 0.7968 -0.4060 -1.7577 0.339
H -1.0389 -0.4616 -1.2964 0.225
H 1.0347 0.3110 -3.9810 0.511
H 0.3789 2.0245 -0.2651 0.447
H 0.7018 -1.8049 0.2391 0.287
H -0.5003 -0.1847 -3.8316 0.505
```

Properties
Frontier orbital gap, eV: 10.6
Molecular weight, u: 108.1
Charge: +1


Run C
A 2-piece molecular cluster, C3H10NO3 overall, computed with ωB97M-V/def2-TZVPD.

Geometry as XYZ:
```
17
Properties=species:S:1:pos:R:3:nbo_charge:R:1
O -3.3380 -0.0353 -0.6179 -0.971
O -0.8188 1.2247 -0.0315 -0.644
O -1.0058 -1.0925 -0.3287 -0.627
N 0.9736 -0.0595 0.1729 -0.348
C 1.7027 -1.3047 0.2484 -0.442
C -0.3418 -0.0027 -0.0644 0.923
C 1.6875 1.2192 0.2338 -0.396
H 1.5529 1.6031 -0.6770 0.218
H 1.1555 1.8586 0.9616 0.230
H 2.6463 1.0184 0.6743 0.236
H -3.8149 -0.2467 0.1483 0.499
H -1.9087 -1.0549 -0.5726 0.535
H 1.4639 -1.8709 1.1979 0.235
H -1.7940 1.3358 -0.2800 0.556
H 2.7508 -1.1758 0.2050 0.239
H 1.5802 -1.9859 -0.6494 0.239
H -3.8746 -0.4484 -1.3345 0.516
```

Properties
Frontier orbital gap, eV: 11.3
Molecular weight, u: 108.1
Charge: +1


Unit: eV. Relative energies: run A 0.723; run B 0.960; run C 0.000.


Run A
An isolated ion of composition C3H8N3 and charge +1, computed with ωB97M-V/def2-TZVPD.

Geometry as XYZ:
```
14
Properties=species:S:1:pos:R:3:nbo_charge:R:1
N -0.8526 -1.2570 0.0026 -0.578
N 0.8894 0.5670 -0.4700 -0.518
N -1.5133 0.8008 0.5947 -0.618
C -0.4761 0.2284 -0.1148 0.326
C -1.7638 -0.2204 -0.6540 0.064
C 1.7558 -0.3028 0.4152 -0.414
H -1.7875 1.7795 0.4964 0.395
H 2.7429 -0.0021 0.2372 0.242
H 0.9686 1.5941 -0.2656 0.456
H 1.4696 -1.3040 0.0006 0.262
H 1.2709 0.2999 -1.3690 0.467
H -1.2237 -1.4977 0.9620 0.377
H 1.1721 -0.3284 1.3941 0.254
H -2.6523 -0.3573 -1.2293 0.286
```

Properties
Frontier orbital gap, eV: 9.9
Molecular weight, u: 86.1
Structure (SMILES): C[NH2+][C@]12N[C@H]1N2
Charge: +1


Run B
An isolated ion of composition C3H8N3 and charge +1, computed with ωB97M-V/def2-TZVPD.

Geometry as XYZ:
```
14
Properties=species:S:1:pos:R:3:nbo_charge:R:1
N 1.8184 1.1674 0.0996 -0.780
N -1.5638 0.1085 -0.1366 -0.311
N 1.7436 -1.1391 0.0890 -0.785
C -0.4461 0.0607 -0.4110 0.434
C -2.9162 0.1492 0.1434 -0.458
C 1.3859 0.0312 -0.4941 0.251
H 1.8802 1.2139 1.1030 0.402
H 1.8543 -1.1814 1.0874 0.402
H 1.5845 -2.0099 -0.3874 0.417
H -3.4449 0.5839 -0.7074 0.259
H -3.0859 0.7621 1.0295 0.256
H 1.4650 0.0362 -1.5809 0.238
H 1.7590 2.0435 -0.3872 0.418
H -3.2803 -0.8637 0.3186 0.257
```

Properties
Frontier orbital gap, eV: 11.6
Molecular weight, u: 86.1
Structure (SMILES): C[N+]#CC(N)N
Charge: +1


Unit: eV. Relative energies: run A 4.106; run B 0.000.